ORCA calculation (the ωB97M-V functional and the def2-TZVPD basis) on a molecular structure, C24H27IrN5PS4.

Geometry as XYZ:
```
62
C24H27IrN5PS4, DFT the ωB97M-V functional and the def2-TZVPD basis
Ir -0.010 0.358 0.030
N 2.175 3.699 0.152
C 3.261 2.972 -0.345
C 4.551 3.367 -0.682
C 5.394 2.377 -1.138
C 4.976 1.039 -1.251
C 3.699 0.648 -0.911
C 2.841 1.644 -0.460
N 1.515 1.610 -0.025
C 1.171 2.848 0.312
C -0.266 2.986 0.705
C -0.976 2.167 -0.387
S -2.734 2.068 -0.289
C -2.924 1.667 1.368
N -2.013 1.408 2.240
H 2.094 4.701 0.271
H 4.876 4.394 -0.590
H 6.407 2.633 -1.413
H 5.680 0.303 -1.613
H 3.378 -0.381 -0.998
H -0.695 2.462 -1.400
H -3.958 1.583 1.693
S -2.239 7.613 2.944
C -1.503 6.474 2.061
S -1.603 4.759 2.529
C -0.697 4.347 1.130
N -0.333 5.336 0.396
N -0.768 6.519 0.889
C -0.425 7.684 0.109
C -0.162 7.506 -1.246
C 0.185 8.598 -2.021
C 0.271 9.864 -1.457
C 0.010 10.025 -0.108
C -0.339 8.942 0.688
S -0.409 1.559 1.917
H -0.246 6.531 -1.703
H 0.378 8.459 -3.076
H 0.538 10.715 -2.068
H 0.076 11.004 0.347
H -0.526 9.089 1.737
C 1.068 -4.173 -2.008
C 0.839 -2.665 -1.923
P 0.448 -2.058 -0.248
C 1.836 -2.593 0.817
C 1.905 -1.920 2.183
C -1.044 -2.973 0.276
C -1.853 -2.286 1.372
H 1.294 -4.450 -3.036
H 0.184 -4.735 -1.706
H 1.907 -4.493 -1.391
H 0.015 -2.359 -2.573
H 1.720 -2.114 -2.262
H 2.749 -2.405 0.245
H 1.754 -3.677 0.925
H 1.987 -0.834 2.091
H 2.780 -2.272 2.726
H 1.030 -2.146 2.793
H -0.715 -3.966 0.591
H -1.655 -3.112 -0.619
H -1.307 -2.220 2.312
H -2.776 -2.832 1.560
H -2.140 -1.267 1.079
```

## Properties
- LUMO level (eV) = -7.960
- maximum force (eV Å⁻¹) = 0.68
- charge = +2
- Kohn-Sham gap (Eh) = 0.1794
- HOMO (eV) = -12.84

natural (NBO) charges in e: 0.57, -0.48, 0.09, -0.19, -0.17, -0.17, -0.24, 0.15, -0.44, 0.48, -0.27, -0.53, 0.50, -0.04, -0.65, 0.47, 0.25, 0.25, 0.24, 0.22, 0.28, 0.26, 0.05, -0.16, 0.44, -0.05, -0.23, -0.25, 0.18, -0.26, -0.19, -0.19, -0.18, -0.24, 0.90, 0.22, 0.23, 0.23, 0.24, 0.25, -0.62, -0.70, 0.86, -0.70, -0.61, -0.72, -0.60, 0.25, 0.22, 0.22, 0.25, 0.24, 0.24, 0.25, 0.20, 0.25, 0.22, 0.26, 0.25, 0.22, 0.26, 0.17

***

ORCA calculation (the ωB97M-V functional and the def2-TZVPD basis) on a molecular structure, C7H18ClI2OP2Tc at a distorted geometry.

Geometry as XYZ:
```
32
C7H18ClI2OP2Tc, DFT the ωB97M-V functional and the def2-TZVPD basis
I 0.009 -1.683 -2.890
I 0.014 1.465 -2.806
Tc 0.000 -0.398 -0.218
P -2.271 0.023 0.009
C -2.910 -0.201 -1.681
C -3.101 -1.243 1.013
H -4.167 -1.039 0.902
H -3.928 1.615 0.832
H -2.756 -1.273 2.054
H -2.271 1.981 1.537
H -2.454 -1.165 -1.984
H -2.922 -2.230 0.583
C -2.840 1.648 0.655
H -4.004 -0.235 -1.803
H -2.619 2.365 -0.141
H -2.463 0.624 -2.270
P 2.271 0.011 0.026
C 2.918 -0.214 -1.661
C 2.844 1.633 0.679
H 2.732 -1.290 2.073
H 4.154 -1.062 0.933
H 2.905 -2.246 0.602
C 3.086 -1.260 1.034
H 2.270 1.968 1.557
H 3.930 1.593 0.863
H 4.011 -0.253 -1.778
H 2.477 0.614 -2.251
H 2.633 2.352 -0.119
H 2.459 -1.175 -1.967
Cl -0.007 -0.303 2.122
O -0.009 -3.431 0.212
C -0.006 -2.297 0.038
```

## Properties
- ⟨S²⟩ = 3.86
- LUMO level (alpha / beta) (eV) = -14.786 / -14.834
- maximum force (eV Å⁻¹) = 4.35
- spin multiplicity = 4
- charge = +3
- Kohn-Sham gap (alpha / beta) (Eh) = 0.1995 / 0.2264
- HOMO (alpha / beta) (eV) = -20.22 / -20.99

natural (NBO) charges in e: 0.42, 0.36, 0.09, 1.22, -0.96, -0.94, 0.30, 0.31, 0.29, 0.29, 0.24, 0.26, -0.94, 0.32, 0.26, 0.25, 1.22, -0.96, -0.94, 0.29, 0.30, 0.26, -0.94, 0.29, 0.31, 0.32, 0.25, 0.26, 0.24, -0.06, -0.29, 0.64

***

ORCA calculation (the ωB97M-V functional and the def2-TZVPD basis) on a molecular structure, C13H23FeINP at a distorted geometry.

Geometry as XYZ:
```
40
C13H23FeINP, DFT the ωB97M-V functional and the def2-TZVPD basis
C -2.778 0.254 -2.456
C -2.580 -0.970 -1.817
C -1.786 -1.049 -0.653
C -1.229 0.115 -0.142
C -1.476 1.350 -0.740
C -2.261 1.433 -1.901
C -1.638 -2.393 0.020
C -0.216 -2.946 0.200
N 0.838 -1.930 0.407
Fe 0.017 0.026 1.499
C -0.813 2.549 -0.108
P 0.749 1.888 0.618
H -3.024 -1.891 -2.204
H -2.439 2.413 -2.351
H -3.357 0.295 -3.385
H -1.378 2.956 0.744
H -0.547 3.349 -0.809
H -2.123 -2.373 1.010
H -2.173 -3.131 -0.591
H -0.198 -3.621 1.065
C 1.478 3.269 1.525
C 1.723 1.985 -0.930
H 0.045 -3.544 -0.689
C 1.410 -1.429 -0.854
C 1.939 -2.422 1.258
H -0.354 1.179 2.532
H 1.917 -2.235 -1.407
H 0.628 -0.994 -1.482
H 2.141 -0.650 -0.611
H 2.546 -3.177 0.740
H 2.582 -1.574 1.517
H 1.533 -2.855 2.175
H 1.704 3.038 -1.245
H 2.753 1.667 -0.734
H 1.288 1.372 -1.730
H 1.591 4.114 0.825
H 0.827 3.538 2.370
H 2.461 2.929 1.890
H 0.827 0.352 2.783
I -0.625 -0.884 3.663
```

## Properties
- ⟨S²⟩ = 6.06
- LUMO level (alpha / beta) (eV) = 0.447 / -0.206
- maximum force (eV Å⁻¹) = 3.36
- spin multiplicity = 5
- Kohn-Sham gap (alpha / beta) (Eh) = 0.2368 / 0.2860
- HOMO (alpha / beta) (eV) = -6.00 / -7.99

natural (NBO) charges in e: -0.22, -0.24, 0.05, -0.47, -0.05, -0.22, -0.46, -0.21, -0.53, 0.78, -0.75, 0.96, 0.20, 0.21, 0.21, 0.25, 0.22, 0.23, 0.21, 0.21, -0.97, -0.97, 0.18, -0.42, -0.41, -0.23, 0.18, 0.23, 0.20, 0.18, 0.20, 0.22, 0.22, 0.23, 0.25, 0.23, 0.26, 0.24, 0.04, -0.25

***

ORCA calculation (the ωB97M-V functional and the def2-TZVPD basis) on 2 unconnected molecules or ions with the total composition C8H15IN at a distorted geometry.

Geometry as XYZ:
```
25
C8H15IN, DFT the ωB97M-V functional and the def2-TZVPD basis
C 1.595 3.725 0.410
C 1.573 -1.102 -0.988
C -0.102 2.137 -0.495
C 0.968 -2.068 -0.346
C -1.427 2.574 -1.036
C -0.009 -2.787 -1.160
C -0.061 -1.045 1.732
C 0.821 -2.140 1.148
N 0.759 2.928 -0.072
I 3.045 0.186 -0.035
H 2.433 4.135 -0.303
H 1.568 4.254 1.433
H 1.558 -1.054 -2.071
H 0.180 1.093 -0.488
H -1.458 3.592 -1.189
H -2.271 1.937 -0.507
H -1.578 2.106 -2.039
H -0.096 -3.914 -0.822
H 0.091 -2.870 -2.195
H -0.962 -2.262 -0.786
H -0.578 -1.518 2.661
H -0.930 -0.740 1.035
H 0.453 -0.204 2.312
H 0.428 -3.102 1.538
H 1.938 -1.982 1.616
```

## Properties
- LUMO level (eV) = -4.580
- maximum force (eV Å⁻¹) = 5.05
- charge = +1
- Kohn-Sham gap (Eh) = 0.2719
- HOMO (eV) = -11.98

natural (NBO) charges in e: 0.06, -0.36, 0.26, 0.00, -0.69, -0.63, -0.64, -0.47, -0.26, 0.05, 0.25, 0.26, 0.22, 0.27, 0.25, 0.29, 0.28, 0.23, 0.23, 0.22, 0.24, 0.20, 0.23, 0.24, 0.24

***

ORCA calculation (the ωB97M-V functional and the def2-TZVPD basis) on 2 unconnected molecules or ions with the total composition C5H5N3 at a distorted geometry.

Geometry as XYZ:
```
13
C5H5N3, DFT the ωB97M-V functional and the def2-TZVPD basis
C -0.871 0.840 0.370
C 0.132 1.626 -0.356
C 1.745 0.319 0.519
C 0.909 -0.942 0.209
C -0.379 -0.399 0.556
N 1.390 1.422 -0.053
N -2.773 -2.009 -1.436
N -2.685 -1.602 -0.416
H -1.819 1.242 0.562
H -0.235 2.297 -1.213
H 2.569 0.172 1.311
H 0.739 -1.116 -0.835
H 1.279 -1.848 0.783
```

## Properties
- LUMO level (alpha / beta) (eV) = -0.197 / -0.413
- maximum force (eV Å⁻¹) = 3.01
- Kohn-Sham gap (alpha / beta) (Eh) = 0.2684 / 0.2822
- HOMO (alpha / beta) (eV) = -7.50 / -8.09

natural (NBO) charges in e: -0.43, 0.06, 0.10, -0.58, 0.12, -0.42, -0.02, 0.01, 0.23, 0.21, 0.20, 0.27, 0.26

***

ORCA calculation (the ωB97M-V functional and the def2-TZVPD basis) on a molecular structure, C23H15BrF3I2MnN6O.

Geometry as XYZ:
```
52
C23H15BrF3I2MnN6O, DFT the ωB97M-V functional and the def2-TZVPD basis
Mn 0.457 -0.291 0.555
I 0.170 6.860 -1.147
C 0.582 4.839 -0.947
C 0.705 4.043 -2.081
C 0.948 2.683 -1.949
I 1.098 1.485 -3.635
C 1.069 2.129 -0.681
O 1.276 0.796 -0.574
C 0.966 2.923 0.457
C 1.147 2.302 1.813
N 0.219 1.137 1.964
C 0.214 0.557 3.324
C -0.341 -0.837 3.278
C -0.693 -1.523 4.427
C -1.128 -2.831 4.319
C -1.206 -3.417 3.064
C -0.846 -2.671 1.962
N -0.429 -1.403 2.066
C 0.717 4.282 0.320
H 0.591 4.472 -3.067
H 0.899 3.030 2.589
H 2.159 1.932 1.984
H -0.719 1.494 1.782
H -0.385 1.188 3.985
H 1.239 0.539 3.699
H -0.619 -1.033 5.389
H -1.400 -3.390 5.203
H -1.536 -4.436 2.936
H -0.881 -3.095 0.969
H 0.615 4.901 1.201
F 0.444 -5.527 -3.935
C 0.668 -4.268 -4.331
F -0.280 -3.939 -5.215
F 1.850 -4.227 -4.948
C 0.626 -3.332 -3.139
C -0.575 -3.139 -2.472
C -0.595 -2.294 -1.386
N 0.514 -1.674 -0.948
C 1.667 -1.842 -1.606
C 1.760 -2.673 -2.709
H -1.486 -3.618 -2.801
H -1.513 -2.067 -0.863
H 2.517 -1.290 -1.238
H 2.706 -2.784 -3.218
N -1.325 0.222 -0.074
C -1.804 1.231 -0.458
C -2.307 2.409 -0.882
C -2.297 2.753 -2.262
N -2.265 3.030 -3.377
C -2.719 3.316 0.139
N -2.981 4.049 0.986
Br 2.506 -1.001 1.533
```

## Properties
- ⟨S²⟩ = 3.90
- LUMO level (alpha / beta) (eV) = -5.850 / -4.945
- maximum force (eV Å⁻¹) = 0.63
- spin multiplicity = 4
- charge = +1
- Kohn-Sham gap (alpha / beta) (Eh) = 0.1895 / 0.2236
- HOMO (alpha / beta) (eV) = -11.01 / -11.03

natural (NBO) charges in e: 1.26, 0.23, -0.17, -0.23, -0.21, 0.22, 0.30, -0.65, -0.13, -0.23, -0.55, -0.27, 0.25, -0.22, -0.10, -0.22, 0.08, -0.50, -0.20, 0.26, 0.23, 0.24, 0.42, 0.24, 0.26, 0.25, 0.25, 0.25, 0.21, 0.24, -0.31, 0.97, -0.30, -0.30, -0.04, -0.16, 0.04, -0.49, 0.11, -0.20, 0.25, 0.23, 0.25, 0.26, -0.62, 0.53, -0.49, 0.28, -0.27, 0.28, -0.29, -0.24

***

ORCA calculation (the ωB97M-V functional and the def2-TZVPD basis) on a molecular structure, C12H14Cl2N7O5Rh at a distorted geometry.

Geometry as XYZ:
```
41
C12H14Cl2N7O5Rh, DFT the ωB97M-V functional and the def2-TZVPD basis
Rh 0.123 -0.380 0.284
Cl 0.538 4.836 -0.222
C 1.795 3.693 -0.182
C 3.121 4.098 -0.104
C 4.170 3.190 -0.061
Cl 5.766 3.755 0.086
C 3.915 1.783 -0.136
C 4.902 0.783 -0.145
C 4.524 -0.539 -0.234
C 3.165 -0.857 -0.288
N 2.230 0.068 -0.265
C 2.567 1.365 -0.193
C 1.451 2.297 -0.180
O 0.277 1.864 -0.136
H 3.341 5.154 -0.051
H 5.944 1.060 -0.084
H 5.260 -1.329 -0.252
H 2.830 -1.883 -0.361
N -2.316 0.382 0.380
N -2.732 0.453 1.717
C -1.866 0.243 2.720
N -2.256 0.204 3.982
N -0.599 0.078 2.329
N 0.396 -0.375 3.084
O 0.315 -0.417 4.283
O 1.370 -0.722 2.425
H -2.293 1.303 -0.062
H -2.914 -0.254 -0.147
H -3.708 0.647 1.920
H -3.226 0.254 4.253
H -1.558 0.021 4.700
N -0.075 -4.965 -1.460
C -1.089 -4.436 -0.527
C -0.610 -2.999 -0.210
O -1.170 -2.328 0.660
O 0.354 -2.606 -0.912
H 0.522 -5.685 -1.047
H 0.502 -4.045 -1.606
H -0.460 -5.318 -2.339
H -1.186 -5.023 0.386
H -2.069 -4.368 -1.000
```

## Properties
- ⟨S²⟩ = 6.04
- LUMO level (alpha / beta) (eV) = -5.968 / -7.895
- maximum force (eV Å⁻¹) = 1.79
- spin multiplicity = 5
- charge = +2
- Kohn-Sham gap (alpha / beta) (Eh) = 0.2890 / 0.2666
- HOMO (alpha / beta) (eV) = -13.83 / -15.15

natural (NBO) charges in e: 1.35, 0.14, -0.06, -0.24, 0.04, 0.15, -0.04, -0.11, -0.22, 0.10, -0.47, 0.09, 0.47, -0.61, 0.27, 0.26, 0.25, 0.22, -0.66, -0.41, 0.65, -0.74, -0.52, 0.65, -0.37, -0.43, 0.40, 0.40, 0.41, 0.43, 0.46, -0.71, -0.35, 0.77, -0.69, -0.75, 0.44, 0.48, 0.45, 0.26, 0.26

***

ORCA calculation (the ωB97M-V functional and the def2-TZVPD basis) on a molecular structure, C3H2N4O at a distorted geometry.

Geometry as XYZ:
```
10
C3H2N4O, DFT the ωB97M-V functional and the def2-TZVPD basis
C 1.616 1.030 0.387
C 0.081 0.345 -0.600
C 0.479 0.345 0.680
H 1.475 2.094 0.591
H 2.667 0.609 0.589
N -0.796 -0.285 -1.300
N -1.651 -0.843 -0.442
N -1.414 -1.054 0.865
N -0.233 -0.471 1.519
O 1.432 0.693 -1.060
```

## Properties
- LUMO level (eV) = -1.019
- maximum force (eV Å⁻¹) = 10.38
- Kohn-Sham gap (Eh) = 0.3486
- HOMO (eV) = -10.51

natural (NBO) charges in e: -0.12, 0.45, 0.07, 0.23, 0.24, -0.21, -0.02, -0.03, -0.17, -0.46

***

Repeat the seventh record exactly.
ORCA calculation (the ωB97M-V functional and the def2-TZVPD basis) on a molecular structure, C12H14Cl2N7O5Rh at a distorted geometry.

Geometry as XYZ:
```
41
C12H14Cl2N7O5Rh, DFT the ωB97M-V functional and the def2-TZVPD basis
Rh 0.123 -0.380 0.284
Cl 0.538 4.836 -0.222
C 1.795 3.693 -0.182
C 3.121 4.098 -0.104
C 4.170 3.190 -0.061
Cl 5.766 3.755 0.086
C 3.915 1.783 -0.136
C 4.902 0.783 -0.145
C 4.524 -0.539 -0.234
C 3.165 -0.857 -0.288
N 2.230 0.068 -0.265
C 2.567 1.365 -0.193
C 1.451 2.297 -0.180
O 0.277 1.864 -0.136
H 3.341 5.154 -0.051
H 5.944 1.060 -0.084
H 5.260 -1.329 -0.252
H 2.830 -1.883 -0.361
N -2.316 0.382 0.380
N -2.732 0.453 1.717
C -1.866 0.243 2.720
N -2.256 0.204 3.982
N -0.599 0.078 2.329
N 0.396 -0.375 3.084
O 0.315 -0.417 4.283
O 1.370 -0.722 2.425
H -2.293 1.303 -0.062
H -2.914 -0.254 -0.147
H -3.708 0.647 1.920
H -3.226 0.254 4.253
H -1.558 0.021 4.700
N -0.075 -4.965 -1.460
C -1.089 -4.436 -0.527
C -0.610 -2.999 -0.210
O -1.170 -2.328 0.660
O 0.354 -2.606 -0.912
H 0.522 -5.685 -1.047
H 0.502 -4.045 -1.606
H -0.460 -5.318 -2.339
H -1.186 -5.023 0.386
H -2.069 -4.368 -1.000
```

## Properties
- ⟨S²⟩ = 6.04
- LUMO level (alpha / beta) (eV) = -5.968 / -7.895
- maximum force (eV Å⁻¹) = 1.79
- spin multiplicity = 5
- charge = +2
- Kohn-Sham gap (alpha / beta) (Eh) = 0.2890 / 0.2666
- HOMO (alpha / beta) (eV) = -13.83 / -15.15

natural (NBO) charges in e: 1.35, 0.14, -0.06, -0.24, 0.04, 0.15, -0.04, -0.11, -0.22, 0.10, -0.47, 0.09, 0.47, -0.61, 0.27, 0.26, 0.25, 0.22, -0.66, -0.41, 0.65, -0.74, -0.52, 0.65, -0.37, -0.43, 0.40, 0.40, 0.41, 0.43, 0.46, -0.71, -0.35, 0.77, -0.69, -0.75, 0.44, 0.48, 0.45, 0.26, 0.26